Below is the molecule C6H7NO2 at a distorted geometry, with properties calculated with ωB97M-V/def2-TZVPD.

Each line ends with the natural charge from an NBO analysis.
Positions of all 16 atoms, in Å:
C (1.383, 0.860, 1.481)  -0.30
C (1.154, 0.259, 0.329)  -0.14
C (1.979, -0.595, -0.401)  0.22
N (2.585, -1.332, -1.042)  -0.29
C (-0.471, 0.412, -0.492)  0.04
C (-0.833, 1.846, -0.282)  0.41
O (-0.297, 2.777, -0.813)  -0.49
O (-1.374, -0.441, 0.099)  -0.52
C (-1.306, -1.778, -0.352)  -0.25
H (0.648, 1.481, 1.964)  0.21
H (2.333, 0.752, 1.981)  0.22
H (-0.240, 0.174, -1.535)  0.21
H (-1.656, 1.967, 0.446)  0.12
H (-2.056, -2.329, 0.211)  0.20
H (-0.319, -2.214, -0.169)  0.19
H (-1.530, -1.839, -1.424)  0.18

Computed properties:
HOMO-LUMO gap: 10.24 eV


Below is the molecule C6H7NO2 at a distorted geometry, with properties calculated with ωB97M-V/def2-TZVPD.

Each line ends with the natural charge from an NBO analysis.
Positions of all 16 atoms, in Å:
C (-0.763, -1.365, 1.959)  -0.49
C (0.111, -0.515, 2.381)  0.10
O (0.966, 0.267, 1.584)  -0.33
N (0.602, 0.229, 0.248)  -0.05
C (1.335, -0.285, -0.745)  -0.04
C (0.822, -0.051, -1.986)  -0.36
C (-0.149, 0.871, -1.728)  0.25
O (-0.886, 1.456, -2.769)  -0.68
C (-0.338, 1.041, -0.331)  -0.21
H (-0.805, -1.750, 0.816)  0.23
H (-1.355, -1.970, 2.593)  0.22
H (0.038, -0.046, 3.476)  0.21
H (2.130, -0.857, -0.386)  0.21
H (1.247, -0.480, -2.898)  0.24
H (-1.892, 1.802, -2.369)  0.48
H (-1.062, 1.654, 0.154)  0.22

Computed properties:
HOMO-LUMO gap: 8.72 eV


Below is a structure of composition C6H7NO2 at a distorted geometry, with properties calculated with ωB97M-V/def2-TZVPD.

Each line ends with the Löwdin spin population.
Positions of all 16 atoms, in Å:
C (0.100, 1.695, 0.223)  0.00
C (1.085, 0.653, 0.621)  0.12
C (-0.936, 1.337, -0.518)  0.02
C (0.407, -0.630, 0.987)  0.03
C (-1.090, -0.091, -0.951)  0.02
C (-0.506, -1.021, 0.075)  0.08
N (1.548, -0.138, -0.546)  0.87
O (2.679, -0.599, -0.493)  0.80
O (-1.108, -2.227, 0.082)  0.03
H (0.258, 2.704, 0.566)  0.00
H (1.862, 0.975, 1.314)  0.00
H (-1.690, 2.038, -0.836)  0.00
H (0.827, -1.282, 1.736)  0.01
H (-2.137, -0.363, -1.104)  0.00
H (-0.573, -0.236, -1.903)  0.01
H (-0.724, -2.818, 0.745)  0.00

Computed properties:
spin multiplicity: 3
HOMO-LUMO gap (alpha / beta): 7.33 / 7.77 eV


Below is a cluster of 2 separate species, C6H7NO2S in total at a distorted geometry, with properties calculated with ωB97M-V/def2-TZVPD.

Each line ends with the natural charge from an NBO analysis.
Positions of all 17 atoms, in Å:
C (2.709, 1.708, 0.169)  -0.24
C (1.309, 1.525, 0.395)  -0.39
C (3.329, 0.601, -0.312)  -0.42
C (1.008, 0.260, 0.098)  -0.07
C (-2.267, -1.421, 0.174)  -0.71
C (-1.800, -0.359, -0.727)  0.12
N (-1.809, 0.949, -0.284)  0.42
O (-1.508, 1.835, -1.084)  -0.39
O (-2.127, 1.173, 0.884)  -0.42
S (2.243, -0.732, -0.501)  0.40
H (3.198, 2.648, 0.356)  0.23
H (0.643, 2.288, 0.750)  0.26
H (4.362, 0.466, -0.570)  0.24
H (-1.903, -1.238, 1.188)  0.26
H (-1.970, -2.406, -0.173)  0.23
H (-3.362, -1.393, 0.247)  0.25
H (-1.562, -0.505, -1.767)  0.22

Computed properties:
HOMO-LUMO gap (alpha / beta): 7.59 / 7.89 eV


Below is the molecule C6H7NO3 at a distorted geometry, with properties calculated with ωB97M-V/def2-TZVPD.

Each line ends with the natural charge from an NBO analysis.
Positions of all 17 atoms, in Å:
O (0.873, 1.948, -0.471)  -0.67
C (-0.167, 1.061, -0.459)  0.42
C (-1.485, 1.378, -0.134)  -0.34
C (-2.142, 0.114, -0.103)  -0.39
C (-1.138, -0.807, -0.119)  0.44
O (-1.224, -2.133, -0.047)  -0.68
N (0.043, -0.322, -0.446)  -0.42
C (1.232, -1.022, -0.508)  0.23
C (2.139, -0.885, 0.591)  -0.10
O (2.392, -0.291, -0.629)  -0.47
H (1.608, 1.349, -0.691)  0.49
H (-1.824, 2.298, -0.260)  0.22
H (-3.087, -0.076, 0.262)  0.21
H (-2.102, -2.395, 0.152)  0.49
H (1.329, -1.883, -1.057)  0.20
H (1.733, -0.172, 1.373)  0.19
H (2.662, -1.667, 0.964)  0.19

Computed properties:
HOMO-LUMO gap: 7.67 eV


Below is the molecule C6H7NO3, with properties calculated with ωB97M-V/def2-TZVPD.

Each line ends with the natural charge from an NBO analysis.
Positions of all 17 atoms, in Å:
O (-1.315, 1.006, 1.823)  -0.53
N (-0.759, 0.133, 1.114)  0.15
C (-0.980, -1.179, 1.366)  -0.06
C (-0.384, -2.168, 0.625)  -0.19
C (0.480, -1.841, -0.406)  -0.31
C (0.711, -0.492, -0.666)  0.33
O (1.553, -0.080, -1.638)  -0.65
C (0.079, 0.482, 0.101)  0.06
C (0.245, 1.948, -0.182)  -0.10
O (-0.700, 2.321, -1.169)  -0.71
H (-1.656, -1.376, 2.182)  0.23
H (-0.595, -3.200, 0.856)  0.23
H (0.960, -2.605, -0.997)  0.21
H (1.898, -0.842, -2.121)  0.49
H (0.071, 2.491, 0.754)  0.21
H (1.264, 2.136, -0.544)  0.18
H (-0.872, 3.264, -1.096)  0.47

Computed properties:
HOMO-LUMO gap (alpha / beta): 8.97 / 8.97 eV